[1]
{"formula": "C26H28IMgN6O3", "method": "ωB97M-V/def2-TZVPD", "species": ["Mg", "C", "C", "N", "C", "C", "C", "O", "C", "C", "N", "C", "C", "C", "C", "C", "C", "I", "C", "O", "H", "H", "H", "H", "H", "H", "H", "H", "H", "H", "H", "H", "N", "C", "C", "C", "C", "N", "C", "C", "H", "H", "H", "H", "C", "C", "O", "H", "H", "H", "H", "H", "H", "C", "N", "C", "C", "N", "C", "H", "H", "H", "H", "H", "H"], "positions_angstrom": [[-0.24344, -0.57380, -0.09620], [-0.82358, 3.62953, -1.80346], [0.51450, 3.31575, -1.20607], [1.37447, 4.28053, -1.01773], [2.60119, 3.98838, -0.52416], [3.01298, 2.72000, -0.22831], [4.41780, 2.50048, 0.27959], [5.21292, 1.71702, -0.60332], [2.09426, 1.64972, -0.40537], [2.56808, 0.29408, -0.20694], [1.85311, -0.78078, -0.16023], [2.55280, -2.01778, -0.03253], [3.28702, -2.29865, 1.11589], [3.93159, -3.51386, 1.27262], [3.84908, -4.47325, 0.27351], [3.14129, -4.19893, -0.88797], [2.50038, -2.97820, -1.03825], [1.58779, -2.54857, -2.87056], [0.80080, 1.94798, -0.87246], [-0.14888, 1.06815, -1.02688], [-0.87879, 4.69234, -2.02399], [-1.62884, 3.35056, -1.12231], [-0.97312, 3.05225, -2.71723], [3.26518, 4.83150, -0.37574], [4.41123, 1.95748, 1.22631], [4.88032, 3.47202, 0.46795], [5.31366, 2.19707, -1.43296], [3.64995, 0.17646, -0.13835], [3.35306, -1.53988, 1.88740], [4.49918, -3.70917, 2.17214], [4.34443, -5.42796, 0.38313], [3.10133, -4.92791, -1.68540], [-6.00283, 4.87576, -0.35280], [-5.28281, 4.02406, -0.08291], [-4.37408, 2.95425, 0.25317], [-4.49896, 1.70628, -0.34481], [-3.60241, 0.71639, 0.01072], [-2.61747, 0.90502, 0.88980], [-2.50453, 2.10938, 1.45272], [-3.35656, 3.16225, 1.17590], [-5.27926, 1.51445, -1.06715], [-3.67119, -0.27384, -0.42152], [-1.68808, 2.24908, 2.15300], [-3.23002, 4.12330, 1.65328], [0.61023, 0.78716, 3.46494], [0.31885, -0.62996, 3.02736], [-0.55968, -0.66301, 1.88717], [1.32715, 0.77805, 4.28653], [-0.29412, 1.28151, 3.82494], [1.03265, 1.37011, 2.64361], [-0.12434, -1.21722, 3.83220], [1.22551, -1.13587, 2.70179], [-1.40205, -0.18239, 2.00250], [-3.51934, -3.97851, -3.01438], [-2.87095, -3.36457, -1.86241], [-2.95913, -3.79329, -0.55836], [-2.15210, -2.97605, 0.16548], [-1.56541, -2.05443, -0.68092], [-2.02315, -2.33096, -1.89059], [-4.43205, -4.46843, -2.68737], [-2.86239, -4.71254, -3.47671], [-3.77354, -3.21361, -3.74374], [-3.57818, -4.62491, -0.27204], [-1.95285, -2.98312, 1.22283], [-1.75863, -1.80689, -2.79435]], "charge": 1, "spin_multiplicity": 1}

***

[2]
{"formula": "C26H28N2O", "method": "ωB97M-V/def2-TZVPD", "species": ["C", "C", "C", "C", "C", "C", "C", "C", "C", "N", "C", "O", "C", "C", "C", "C", "C", "N", "C", "C", "C", "C", "C", "C", "C", "C", "C", "C", "C", "H", "H", "H", "H", "H", "H", "H", "H", "H", "H", "H", "H", "H", "H", "H", "H", "H", "H", "H", "H", "H", "H", "H", "H", "H", "H", "H", "H"], "positions_angstrom": [[5.53229, 1.12311, -2.55489], [4.98438, -0.26977, -2.86865], [5.22230, -1.21460, -1.72479], [6.49969, -1.72431, -1.52055], [6.76213, -2.60569, -0.49110], [5.74165, -2.99943, 0.35672], [4.45774, -2.50819, 0.18751], [3.34556, -2.92069, 1.10580], [4.20712, -1.61011, -0.85524], [2.88135, -1.13470, -1.02800], [2.48622, 0.14369, -0.76738], [3.24531, 1.01953, -0.40730], [1.02447, 0.37846, -0.95471], [0.26090, -0.32006, -1.88400], [-1.08816, -0.04663, -2.02083], [-1.69849, 0.92477, -1.23905], [-3.16208, 1.23870, -1.38967], [-3.78870, 1.45513, -0.10060], [-5.11205, 2.03712, -0.19120], [-5.50295, 2.56576, 1.18489], [-5.35760, 1.49923, 2.23123], [-6.02030, 1.60328, 3.44788], [-5.87308, 0.63287, 4.42054], [-5.05421, -0.45889, 4.18295], [-4.39125, -0.56903, 2.97574], [-4.53447, 0.40385, 1.99374], [-3.82894, 0.23364, 0.67734], [-0.93013, 1.63267, -0.32085], [0.41631, 1.36574, -0.18338], [6.60014, 1.07738, -2.35442], [5.03012, 1.52448, -1.67907], [5.36233, 1.79276, -3.39503], [3.91675, -0.19470, -3.08087], [5.48260, -0.66302, -3.75941], [7.29356, -1.42764, -2.19045], [7.76073, -2.99133, -0.34870], [5.94412, -3.69063, 1.16205], [2.82933, -2.04519, 1.49863], [3.73491, -3.49841, 1.93980], [2.61421, -3.53594, 0.57822], [2.16348, -1.84269, -1.07595], [0.71737, -1.06154, -2.52512], [-1.67219, -0.59275, -2.74863], [-3.25845, 2.16562, -1.96653], [-3.66014, 0.43390, -1.96373], [-5.08915, 2.86042, -0.90969], [-5.86093, 1.30106, -0.53756], [-6.52738, 2.94348, 1.16751], [-4.84182, 3.39898, 1.44033], [-6.65887, 2.45665, 3.62832], [-6.39527, 0.72563, 5.36133], [-4.93292, -1.22165, 4.93787], [-3.75150, -1.41974, 2.78593], [-2.80003, -0.09565, 0.85270], [-4.34148, -0.57651, 0.11499], [-1.40821, 2.38672, 0.28492], [1.02367, 1.91484, 0.52039]], "spin_multiplicity": 1, "smiles": "CCc1cccc(C)c1NC(=O)c1ccc(CN2CCc3ccccc3C2)cc1"}

***

[3]
{"formula": "C26H28N2S2SiY", "method": "ωB97M-V/def2-TZVPD", "species": ["C", "C", "C", "H", "C", "C", "H", "H", "H", "H", "Y", "C", "H", "H", "H", "Si", "C", "C", "H", "C", "H", "C", "H", "C", "H", "C", "H", "C", "C", "H", "C", "H", "C", "H", "C", "H", "C", "H", "H", "H", "C", "C", "N", "C", "C", "S", "C", "C", "S", "C", "N", "C", "H", "H", "H", "H", "H", "H", "H", "H"], "positions_angstrom": [[0.04529, 2.48513, 2.65728], [-0.24204, 2.82356, 1.30426], [-1.53075, 2.30461, 0.98542], [0.39876, 3.41010, 0.64363], [-2.04476, 1.63483, 2.14035], [-1.06787, 1.75001, 3.17799], [-1.15706, 1.40537, 4.21284], [0.92449, 2.80160, 3.22632], [-2.05567, 2.46375, 0.04552], [-3.02919, 1.16732, 2.24853], [-0.10708, 0.31044, 1.42508], [1.90067, -1.10178, -0.25352], [2.90273, -0.74807, -0.52877], [1.77048, -2.15644, -0.53179], [1.80036, -1.04890, 0.84924], [0.61325, 0.05045, -1.35587], [1.89916, -0.17529, -2.73461], [2.74745, 0.88264, -3.04485], [2.62009, 1.85527, -2.56573], [3.77659, 0.68585, -3.98257], [4.44685, 1.50923, -4.22041], [3.93387, -0.55890, -4.60377], [4.73216, -0.71131, -5.33036], [3.05865, -1.60823, -4.30344], [3.16693, -2.58027, -4.78535], [2.02667, -1.41466, -3.37892], [1.33347, -2.23147, -3.14845], [-0.81165, 0.61841, -2.60106], [-0.60577, 0.75179, -3.98899], [0.29475, 0.34672, -4.44988], [-1.51475, 1.41710, -4.83295], [-1.28566, 1.53538, -5.90122], [-2.70012, 1.93682, -4.30689], [-3.39816, 2.49260, -4.94336], [-2.98240, 1.74226, -2.94677], [-3.91646, 2.12845, -2.52191], [-2.06884, 1.05482, -2.13309], [-2.36026, 0.86529, -1.09467], [0.77000, 1.29234, -0.51903], [-0.25054, -0.94455, -0.45085], [2.22410, 0.93983, 4.65037], [1.39390, -0.28883, 4.60414], [0.66007, -0.71728, 3.58546], [-0.05086, -1.89447, 3.92472], [0.23201, -2.35806, 5.19696], [1.32409, -1.32342, 6.03927], [-1.06746, -2.39756, 3.03391], [-1.88772, -3.49128, 3.22670], [-3.10134, -3.62419, 1.99359], [-2.48836, -2.15328, 1.26390], [-1.43340, -1.64356, 1.88954], [-3.14196, -1.54792, 0.07861], [3.03793, 0.78819, 5.37616], [2.64034, 1.14061, 3.65871], [1.61431, 1.78512, 5.00275], [-0.23091, -3.23762, 5.62468], [-1.78579, -4.18445, 4.05086], [-2.46418, -1.56400, -0.79211], [-4.03028, -2.15460, -0.15906], [-3.47812, -0.51546, 0.29345]], "charge": 1, "spin_multiplicity": 1}

***

[4]
{"formula": "C26H28NO2", "method": "ωB97M-V/def2-TZVPD", "species": ["C", "O", "C", "C", "C", "C", "C", "C", "C", "H", "H", "H", "H", "H", "H", "H", "H", "H", "C", "C", "C", "C", "C", "C", "N", "C", "C", "O", "C", "C", "C", "C", "C", "C", "C", "C", "C", "C", "H", "H", "H", "H", "H", "H", "H", "H", "H", "H", "H", "H", "H", "H", "H", "H", "H", "H", "H"], "positions_angstrom": [[1.76803, 0.80993, 3.46651], [0.44962, 1.17502, 3.00357], [-0.43676, 0.21141, 2.91662], [-1.80505, 0.48730, 3.18319], [-2.75788, -0.56635, 3.29476], [-4.10778, -0.25752, 3.44087], [-4.52481, 1.08003, 3.51072], [-3.58108, 2.12058, 3.50284], [-2.23426, 1.83686, 3.35082], [2.31953, 1.73279, 3.64257], [1.66246, 0.25386, 4.40802], [2.28918, 0.18960, 2.72087], [-0.03477, -0.81673, 2.84636], [-2.40356, -1.59816, 3.26973], [-4.85206, -1.05418, 3.54486], [-5.58290, 1.31785, 3.64436], [-3.89865, 3.15197, 3.65311], [-1.47355, 2.62243, 3.35468], [-2.98028, -2.99041, -0.30199], [-1.82714, -3.28110, -1.04313], [-1.09317, -2.25688, -1.63161], [-1.47310, -0.89683, -1.45683], [-0.60910, 0.21566, -1.78687], [0.78856, 0.14765, -1.85715], [1.52916, 1.08180, -2.54796], [0.78782, 2.05412, -3.37404], [1.65719, 3.11357, -4.05109], [2.76497, 3.52348, -3.24238], [3.62031, 2.41670, -2.94571], [2.89626, 1.37218, -2.08430], [1.51463, -0.87532, -1.06099], [1.14142, -1.11466, 0.27219], [1.79704, -2.07121, 1.04601], [2.84000, -2.82535, 0.48777], [3.21168, -2.60941, -0.84448], [2.56774, -1.63744, -1.60765], [-2.76400, -0.65771, -0.92836], [-3.46688, -1.67548, -0.28962], [-3.54060, -3.79232, 0.18340], [-1.50076, -4.32082, -1.15686], [-0.18876, -2.48945, -2.19901], [-1.09819, 1.17810, -1.98724], [0.23441, 1.49840, -4.13877], [0.04735, 2.60537, -2.77880], [2.02113, 2.75404, -5.03000], [1.08987, 4.04975, -4.16994], [4.00161, 1.93457, -3.87231], [4.45858, 2.85396, -2.37018], [2.89667, 1.74454, -1.03889], [3.50054, 0.46045, -2.09522], [0.30310, -0.54833, 0.68667], [1.47586, -2.25194, 2.07550], [3.33484, -3.59995, 1.08996], [3.99833, -3.21730, -1.29501], [2.85798, -1.48900, -2.65028], [-3.17823, 0.35219, -0.97827], [-4.41257, -1.45230, 0.21901]], "charge": 1, "spin_multiplicity": 1}

***

These records have relative energy (zero: lowest compared OMol25 entry of this formula, charge and spin) values of 0.00 0.88 0.00 56.47 kcal/mol, in the order they appear.
These records have F_max values of 0.268 0.416 2.885 2.118 eV/A, in the order they appear.